No. 1
11
Properties=species:S:1:pos:R:3:lowdin_charge:R:1 method="wB97M-V/def2-TZVPD" e_homo_ha="-0.290 / -0.286" largest_force_ev_per_a=4.19 e_above_lowest_kj_mol=383.3 total_charge=0 gap_ha="0.32753 / 0.32281"
N 0.7710 0.9861 0.5100 -0.06
N -1.6578 0.7761 0.4487 -0.05
H 0.2067 -1.5969 0.0592 0.03
H 0.5882 2.0169 0.7019 0.12
N -1.5038 0.1290 -0.5494 0.03
H 1.7488 -1.2616 -0.2685 0.05
H 0.3958 0.3393 1.2459 0.08
H -2.6018 0.7586 0.8286 0.06
C 0.7696 -1.0093 -0.5972 -0.23
N 0.5569 0.3969 -0.7175 -0.16
H 0.7264 -1.5351 -1.6618 0.12



No. 2
11
Properties=species:S:1:pos:R:3:lowdin_charge:R:1 method="wB97M-V/def2-TZVPD" e_homo_ha=-0.325 smiles="[H]/N=C(/N)NN" largest_force_ev_per_a=2.75 e_above_lowest_kj_mol=10.8 total_charge=0 gap_ha=0.35763
H 1.4230 1.4489 -0.6793 0.09
H -1.0732 -1.3811 1.4975 0.09
N -1.3308 -0.4658 1.1489 0.10
N 1.4814 0.4353 -0.8156 0.00
N 0.7180 -0.2300 0.1773 -0.07
H 1.0180 -0.1199 1.1468 0.13
C -0.6375 -0.1217 0.0445 -0.65
H -2.3216 -0.4569 0.9192 0.10
N -1.2541 0.2682 -1.0160 0.10
H -0.4918 0.4389 -1.6898 0.02
H 2.4686 0.1841 -0.7336 0.09